DFT (ωB97M-V/def2-TZVPD) results for a cluster of 2 separate species, C4H14N2OS in total.

```
22
Properties=species:S:1:pos:R:3
N -0.7953 1.1439 1.1522
C -0.2154 0.1227 0.3021
C -1.0053 -0.3247 -0.9327
S -2.7557 -0.8189 -0.9293
C 1.0878 0.7590 -0.2216
N 2.0348 -0.4330 -0.5393
C 2.9254 -0.0976 -1.6095
H -1.8607 0.9845 1.3257
H -0.6784 2.0584 0.7462
H 0.1115 -0.7775 0.8557
H -1.3105 0.4426 -1.7161
H -0.2422 -0.9159 -1.4477
H -2.4614 -2.1361 -0.6057
H 1.6438 1.4212 0.5201
H 0.9853 1.4545 -1.0554
H 2.4402 -0.6664 0.3664
H 3.4028 -0.9604 -1.9808
H 3.5797 0.7398 -1.5137
H 2.4115 0.2934 -2.4798
H 0.3441 0.6096 2.5775
H 0.9727 -0.3923 3.5017
O 1.1653 0.4017 3.2817
```

E_HOMO (alpha / beta), Eh: -0.4812 / -0.4751
Net charge: +1
Maximum force, hartree/bohr: 0.2046
Spin multiplicity: 2